Molecular formula: C3H4CeMgO4
Method: DFT, ωB97M-V/def2-TZVPD

Energy = -1092.1675 Eh
Lowest unoccupied orbital energy (alpha / beta) = -0.350 / -0.386 Ha
Frontier orbital gap (alpha / beta) = 5.17 / 4.15 eV

```
! RIJCOSX wB97M-V def2-TZVPD def2/J DEFGRID3
* xyz 2 3
O -1.11561 -1.79638 -0.87795
C -1.25296 -0.46197 -1.15435
O -2.08399 0.22703 -0.22962
C -1.65636 0.10223 1.15480
Ce -1.12049 -2.22298 1.19680
H -1.73018 -0.29342 -2.13769
H -2.51711 0.42546 1.75903
H -0.84653 0.83639 1.33938
H -0.23569 0.06004 -1.16703
O 2.55219 1.45863 0.73105
C 2.30767 0.54121 -0.07418
O 3.17065 -0.07835 -0.72311
Mg 4.52841 1.20210 0.18285
*
```